# C42H59N2S2

2 unconnected molecules or ions with the total composition C42H59N2S2 (ωB97M-V/def2-TZVPD, the Open Molecules 2025 dataset).

```
105
Properties=species:S:1:pos:R:3:forces:R:3
C -1.3450 -1.7576 -1.5145 0.9 -0.4 -0.2
C -2.6043 -1.4933 -0.7175 0.2 0.4 -0.3
C -3.7349 -2.0928 -1.5522 -0.4 0.0 -0.1
C -2.5096 -2.3193 0.5564 -0.1 0.1 0.7
C -2.9008 0.0228 -0.4088 0.1 -0.3 0.1
C -3.9057 0.6302 -1.1713 -0.6 0.1 0.0
C -4.7586 1.5705 -0.5928 0.6 -0.2 0.4
C -4.4490 2.0363 0.6859 -0.5 0.2 -0.7
C -3.1700 1.8519 1.2075 0.3 0.2 0.5
C -2.8053 2.9137 2.3123 -0.1 -0.3 -0.1
C -1.3262 3.1996 2.4515 0.5 -0.3 0.2
C -3.4007 2.5144 3.6668 -0.1 -0.1 0.3
C -3.3723 4.2959 1.9645 -0.3 0.3 -0.2
C -2.3896 0.7681 0.6933 0.1 0.1 0.3
N -1.1133 0.4229 1.2812 -0.6 -0.3 0.5
C -0.9472 0.0521 2.6912 -0.9 -0.4 -0.1
C 0.5410 0.1643 2.9368 0.8 0.3 0.0
N 1.1201 0.2639 1.5854 -0.1 -0.1 0.2
C 2.5666 0.0867 1.4717 -0.3 0.0 0.3
C 3.0887 -1.2321 1.5501 -0.1 -0.2 0.3
C 2.3200 -2.5894 1.6749 0.1 0.2 0.0
C 3.0546 -3.6863 0.8920 0.2 -0.3 -0.1
C 0.9157 -2.6265 1.1089 -0.7 0.0 0.1
C 2.2904 -3.0095 3.1501 0.1 -0.1 0.3
C 4.4700 -1.3886 1.6379 0.2 -0.3 -0.2
C 5.3373 -0.3332 1.4488 0.4 0.0 0.0
C 4.8329 0.9499 1.4353 0.1 -0.1 0.0
C 3.4607 1.1929 1.5231 0.1 0.5 0.3
C 3.1398 2.6872 1.8347 0.0 -0.1 -0.3
C 4.0134 3.6556 1.0279 0.3 0.1 -0.2
C 3.4298 2.9495 3.3219 0.0 -0.2 0.1
C 1.7167 3.0487 1.5051 -0.7 0.1 0.1
C 0.1120 0.3745 0.6250 0.4 0.9 -2.0
C 0.2084 0.5434 -0.7528 -0.3 0.2 2.6
C 1.4623 0.9100 -1.3746 0.5 -0.3 -1.3
C 2.4902 -0.0529 -1.4973 -0.4 0.5 0.0
C 3.7446 0.3455 -1.9341 0.2 0.3 -0.2
C 3.9405 1.6564 -2.3952 -0.2 -0.1 -0.3
C 2.8676 2.5573 -2.4509 -0.3 -0.1 0.0
C 1.6146 2.1913 -1.9539 0.3 -0.7 0.2
H -0.4445 -1.6291 -0.9128 -0.3 0.1 -0.3
H -1.3277 -2.7980 -1.8807 -0.2 0.1 0.1
H -1.2522 -1.0800 -2.3645 0.0 0.2 0.1
H -4.7219 -1.9407 -1.1043 0.1 0.0 -0.1
H -3.7351 -1.6682 -2.5613 -0.2 0.1 0.3
H -3.5774 -3.1734 -1.6753 0.0 0.2 0.2
H -3.4881 -2.3914 1.0444 0.1 -0.1 0.0
H -2.1398 -3.3312 0.3297 -0.2 0.3 0.0
H -1.8226 -1.8605 1.2686 -0.1 -0.2 -0.2
H -4.0959 0.3208 -2.2053 -0.1 -0.2 0.6
H -5.6563 1.9024 -1.1043 0.1 0.0 0.0
H -5.1887 2.6406 1.2244 0.5 -0.1 -0.4
H -0.9140 3.6213 1.5276 0.0 -0.2 0.2
H -1.1743 3.9276 3.2634 0.0 -0.1 -0.3
H -0.7572 2.3170 2.7189 0.0 0.3 -0.1
H -4.4931 2.6133 3.6549 0.2 -0.1 0.0
H -3.1635 1.4820 3.9477 -0.1 0.2 0.0
H -3.0051 3.1827 4.4470 -0.2 -0.2 -0.2
H -4.4597 4.3508 2.0168 0.0 0.0 0.0
H -2.9824 5.0310 2.6785 -0.1 -0.2 -0.1
H -3.0541 4.6108 0.9670 -0.1 0.0 0.0
H -1.5473 0.6865 3.3550 0.3 -0.2 -0.3
H -1.2898 -0.9857 2.8377 0.0 0.2 0.2
H 0.8016 1.0607 3.5385 -0.1 -0.4 -0.2
H 0.9505 -0.7171 3.4571 -0.3 0.5 -0.2
H 3.9743 -4.0122 1.3830 -0.1 0.0 -0.2
H 2.4079 -4.5675 0.7990 0.1 0.1 0.1
H 3.2923 -3.3445 -0.1212 0.0 0.0 0.1
H 0.2791 -1.8434 1.5070 0.0 -0.1 -0.2
H 0.9242 -2.5639 0.0142 0.0 0.1 0.3
H 0.4300 -3.5775 1.3873 0.3 0.2 -0.2
H 1.7996 -2.2700 3.7928 0.1 -0.2 -0.1
H 1.7535 -3.9624 3.2615 0.1 0.2 0.0
H 3.3107 -3.1442 3.5278 -0.2 0.0 0.0
H 4.8830 -2.3698 1.8784 -0.1 0.3 -0.4
H 6.4112 -0.5113 1.3359 -0.4 0.1 0.3
H 5.5389 1.7822 1.4454 -0.3 -0.3 -0.1
H 4.0189 3.3921 -0.0345 0.1 0.0 0.1
H 3.6059 4.6721 1.1200 0.1 -0.3 0.0
H 5.0401 3.6940 1.4043 -0.1 0.0 -0.2
H 2.8441 2.2857 3.9698 0.1 0.1 -0.1
H 4.4916 2.7749 3.5366 -0.2 0.0 0.0
H 3.1929 3.9909 3.5839 0.0 -0.2 -0.1
H 1.0376 2.5240 2.1686 0.1 0.2 -0.1
H 1.5437 4.1298 1.6290 0.1 -0.3 0.0
H 1.4684 2.7675 0.4750 0.0 0.2 0.2
H -0.7251 0.6662 -1.2883 0.2 0.3 0.2
H 2.2405 -1.1067 -1.2832 0.4 0.7 0.2
H 4.5721 -0.3614 -1.9137 -0.1 0.1 -0.2
H 4.8930 1.9414 -2.8462 -0.2 0.0 0.4
H 2.9819 3.5516 -2.8827 0.2 -0.3 0.0
H 0.7241 2.8402 -2.0012 0.7 -0.2 0.2
C -3.0641 -3.8165 -7.2255 -0.2 0.3 -0.1
C -3.5299 -4.2118 -5.8356 -0.2 0.1 -0.7
S -3.2118 -3.0115 -4.5119 0.4 -0.7 1.2
C -1.7189 -2.2699 -4.7379 -0.8 -1.1 -2.3
S -1.0744 -1.9637 -6.2589 1.0 -0.5 0.5
C -1.6324 -3.3203 -7.3382 -0.3 0.1 -0.7
H -3.1571 -4.7019 -7.8657 0.0 0.2 0.0
H -3.7392 -3.0487 -7.6214 0.1 -0.2 0.0
H -4.6309 -4.3069 -5.8583 0.5 0.0 0.3
H -3.1125 -5.1741 -5.5131 0.0 0.4 0.1
H -1.1059 -1.9802 -3.9000 -0.5 0.8 0.4
H -0.9093 -4.1378 -7.2324 0.0 0.3 0.2
H -1.5149 -2.8806 -8.3425 0.2 -0.3 0.3
```
Forces are in eV/Å.

* total charge: +1
* HOMO: -0.3224 Eh
* LUMO: -0.20970 Ha
* orbital gap: 0.113 Ha

# C52H123N19O12

12 unconnected molecules or ions with the total composition C52H123N19O12 (ωB97M-V/def2-TZVPD, the Open Molecules 2025 dataset).

```
206
Properties=species:S:1:pos:R:3:forces:R:3
C 6.4705 4.0358 4.0237 0.2 -0.6 0.3
C 5.0477 3.6190 3.6119 0.1 0.6 -0.3
C 4.6338 4.4923 2.3999 1.4 -0.2 -0.4
C 5.0268 3.9220 1.0390 -1.2 -0.4 -1.0
C 4.5837 2.4735 0.8446 0.2 0.8 0.6
C 5.1017 1.5897 1.9740 1.1 -0.8 -0.9
N 4.9284 2.2138 3.2616 -1.6 0.1 0.2
O 5.1274 1.3421 4.3530 0.6 0.3 -0.5
C 4.3267 0.2865 1.9299 -0.8 -1.3 0.6
C 6.5875 1.2480 1.6899 -0.1 -0.2 -0.1
C 4.0528 3.9103 4.7458 -0.1 0.3 -0.5
H 7.2170 3.7245 3.2886 -0.1 0.1 -0.1
H 6.7557 3.5595 4.9674 0.0 0.1 0.0
H 6.5425 5.1149 4.1464 0.0 0.0 0.1
H 3.5763 4.7303 2.4787 -0.1 -0.1 -0.3
H 5.2188 5.4159 2.4011 -0.4 0.3 0.7
H 6.0675 4.0244 0.7255 0.2 0.1 0.7
H 4.4926 4.4946 0.2726 0.1 0.1 0.1
H 4.9834 2.1401 -0.1138 -0.2 -0.4 0.0
H 3.4913 2.4151 0.8325 0.0 0.0 -0.1
H 3.2733 0.4164 2.1998 0.1 0.3 0.1
H 4.2870 -0.2671 0.9862 0.5 0.6 -0.4
H 4.7170 -0.4510 2.6382 0.1 0.2 0.1
H 7.0211 0.6299 2.4813 0.0 0.2 0.1
H 6.6576 0.6390 0.7848 0.0 0.1 0.0
H 7.1927 2.1423 1.5435 0.0 0.0 0.1
H 4.1094 3.1574 5.5250 0.1 0.2 0.2
H 3.0486 3.9196 4.3124 -0.1 -0.3 0.2
H 4.1961 4.9277 5.1177 0.2 -0.1 0.3
H 6.0914 1.2502 4.3990 0.0 -0.2 0.3
C -0.5219 -4.1620 -1.5808 -0.5 0.8 1.2
C -0.7275 -2.7944 -2.2663 0.0 -1.0 -0.8
C -1.7423 -1.9722 -1.4986 -0.1 0.9 0.5
C -1.1345 -1.2500 -0.2961 -0.2 -1.1 0.0
C 0.1076 -0.4656 -0.6883 -1.2 0.3 0.3
C 1.1537 -1.2889 -1.4150 0.9 -0.3 0.4
N 0.4980 -2.0482 -2.4568 -0.8 1.3 -0.3
O 1.3719 -2.6016 -3.4083 0.0 -0.3 0.7
C 2.1459 -0.3161 -2.0614 -0.6 0.3 -0.5
C 1.9305 -2.1753 -0.4148 0.1 1.3 0.3
C -1.3344 -3.0693 -3.6547 0.2 -0.4 0.3
H -0.4505 -3.9791 -0.5012 0.4 -0.1 -0.1
H 0.3693 -4.6871 -1.9139 -0.2 -0.2 -0.3
H -1.4504 -4.7382 -1.6279 0.2 -0.3 -0.6
H -2.2003 -1.2292 -2.1584 0.2 0.0 -0.2
H -2.5608 -2.6112 -1.1535 0.1 -0.1 -0.1
H -0.8921 -2.0313 0.4429 0.2 0.2 0.1
H -1.8923 -0.6544 0.2142 0.1 0.3 -0.2
H 0.4424 -0.0133 0.2499 0.7 0.1 -0.3
H -0.1951 0.3499 -1.3534 0.0 0.0 0.0
H 2.3556 0.5463 -1.4247 0.3 -0.3 0.4
H 3.0505 -0.8201 -2.3934 0.1 0.1 0.0
H 1.6379 0.1243 -2.9255 0.2 -0.2 -0.1
H 2.5040 -1.4932 0.2298 0.0 -0.1 0.0
H 1.2401 -2.6805 0.2601 0.1 -0.5 -0.2
H 2.6582 -2.7775 -0.9534 -0.3 -0.5 0.1
H -0.8757 -3.9658 -4.0801 0.1 0.1 -0.1
H -1.1981 -2.2199 -4.3209 -0.2 0.1 0.1
H -2.4011 -3.2701 -3.5383 0.0 0.1 -0.1
H 1.0330 -2.2622 -4.2473 0.4 -0.3 -0.3
C -4.0341 3.7681 -0.9831 0.9 -0.2 -0.7
C -4.4578 2.3410 -1.4102 -1.1 0.8 1.0
C -5.4653 1.8487 -0.3614 -0.1 -1.0 0.6
C -6.8761 2.4347 -0.3917 0.3 -0.8 -1.0
C -7.4430 2.4499 -1.8142 0.3 1.2 -0.3
C -6.4416 2.8857 -2.9217 -0.6 0.3 0.3
N -5.1718 2.2516 -2.6788 0.3 -1.7 -0.2
O -4.3129 2.2615 -3.8068 0.0 0.7 0.0
C -7.0252 2.3890 -4.2431 0.7 1.0 -1.0
C -6.3646 4.4197 -3.0090 -0.1 0.3 -0.6
C -3.2672 1.4140 -1.4136 0.8 0.3 0.5
H -4.8849 4.3614 -0.6693 0.0 0.1 0.1
H -3.5100 4.2690 -1.8060 -0.2 0.1 0.0
H -3.2884 3.7109 -0.1863 -0.2 0.0 0.2
H -5.5256 0.7605 -0.5121 -0.3 0.1 -0.2
H -5.1319 1.9151 0.6819 0.5 0.3 -0.3
H -6.9103 3.4329 0.0420 -0.1 -0.1 0.2
H -7.4637 1.7168 0.1816 -0.3 0.5 0.4
H -8.2011 3.2384 -1.8843 -0.3 -0.4 0.1
H -7.9042 1.5139 -2.1250 0.1 -0.2 0.2
H -6.5602 2.9646 -5.0570 0.4 -0.5 0.0
H -6.8286 1.3297 -4.3900 -0.3 -0.1 0.0
H -8.0632 2.6809 -4.4136 -0.3 -0.5 0.7
H -7.2608 4.7795 -3.5244 -0.1 0.1 0.3
H -6.2574 4.9257 -2.0540 -0.1 0.0 0.1
H -5.5451 4.7449 -3.6559 0.2 -0.2 0.1
H -2.5910 1.6890 -2.2230 0.0 -0.4 -0.1
H -3.5063 0.3513 -1.3913 -0.3 0.0 -0.5
H -2.7034 1.5683 -0.4855 -0.1 0.1 0.0
H -4.3059 1.3419 -4.0971 0.1 0.0 0.0
C 1.9854 0.6014 6.5596 1.3 0.1 0.7
C 1.1523 -0.3455 5.7057 -0.4 0.3 0.8
C 1.2498 0.1111 4.2580 -1.8 0.2 -1.3
C 0.9044 -0.9796 3.2239 0.9 -0.3 0.0
C 1.7212 -2.2282 3.5232 -0.4 0.4 -0.7
C 1.4808 -2.7665 4.9258 1.3 -0.9 0.2
N 1.7432 -1.6925 5.8904 0.2 0.7 -0.6
O 1.5774 -2.1156 7.2216 -0.1 -0.2 -0.1
C 0.1414 -3.4901 5.0801 -0.6 1.2 -0.5
C 2.6063 -3.8113 5.1454 -0.5 0.1 0.2
C -0.3014 -0.2454 6.2195 -0.2 -0.6 -0.4
H 2.2062 0.2194 7.5604 -0.6 -0.3 0.0
H 1.5687 1.5966 6.7221 -0.2 0.0 -0.4
H 2.9988 0.6874 6.1495 -0.2 0.2 -0.3
H 0.4232 0.7955 4.0103 0.2 0.5 0.9
H 2.1154 0.7387 4.0465 0.5 -0.7 -0.1
H 1.1015 -0.6041 2.2127 0.1 -0.1 0.1
H -0.1597 -1.2468 3.2126 0.0 0.1 0.3
H 2.7735 -1.9660 3.3771 0.1 -0.1 0.3
H 1.5096 -3.0152 2.7911 -0.1 -0.1 0.2
H -0.6812 -2.8761 4.6990 0.0 -0.1 -0.1
H 0.1251 -4.3982 4.4829 0.0 -0.2 0.3
H -0.1129 -3.6458 6.1280 0.2 -0.6 0.0
H 2.5451 -4.5824 4.3742 0.0 -0.1 0.1
H 3.5855 -3.3402 5.0882 0.0 0.1 0.1
H 2.4670 -4.2579 6.1299 0.2 -0.1 -0.1
H -0.9868 -0.9751 5.7725 0.2 -0.1 -0.1
H -0.7387 0.7185 5.9614 0.2 0.2 0.3
H -0.3009 -0.4199 7.2945 -0.2 0.3 0.1
H 0.6450 -2.3633 7.3178 0.0 0.0 0.1
C 1.8712 5.1867 -0.3974 0.3 0.6 -0.5
C 0.4994 4.5071 -0.3905 0.6 -1.0 0.1
C 0.5829 3.1238 0.2954 0.1 0.5 -0.4
C 0.7889 3.2045 1.8064 -0.8 -0.6 -1.2
C -0.3733 4.0138 2.3731 0.7 -0.5 0.2
C -0.5111 5.4062 1.7647 -0.2 0.1 0.1
N -0.5448 5.2637 0.2999 -0.3 -0.3 -0.2
O -0.6555 6.5552 -0.2901 0.0 0.1 0.1
C -1.8839 5.9336 2.1937 -0.3 -0.6 0.5
C 0.5745 6.3250 2.3104 0.8 0.0 0.8
C 0.0711 4.2382 -1.8422 -0.7 0.8 0.7
H 2.4097 5.1918 0.5457 -0.3 0.0 0.2
H 1.7327 6.2160 -0.7413 0.1 0.1 0.2
H 2.5789 4.7573 -1.1144 -0.3 -0.3 -0.1
H -0.3458 2.5985 0.0514 -0.1 0.0 0.3
H 1.3769 2.5593 -0.2049 0.1 0.0 0.1
H 1.7842 3.5857 2.0221 0.0 0.1 0.3
H 0.6972 2.1642 2.1368 0.3 0.1 0.5
H -0.2264 4.0687 3.4563 -0.3 0.3 0.0
H -1.2909 3.4483 2.1852 0.0 0.1 -0.1
H -2.0155 5.7201 3.2600 0.2 0.4 0.1
H -2.0436 6.9933 2.0107 0.1 0.0 -0.1
H -2.6794 5.3304 1.7471 0.1 0.2 -0.4
H 0.4463 6.4496 3.3926 -0.5 0.3 -0.2
H 1.5826 5.9018 2.3072 -0.1 -0.2 -0.5
H 0.6183 7.2938 1.8177 -0.2 0.0 0.0
H 0.9107 3.7960 -2.3690 -0.2 -0.1 -0.3
H -0.2669 5.1790 -2.2826 0.5 0.0 -0.3
H -0.8301 3.6214 -1.8463 0.2 -0.4 -0.1
H -1.5809 6.5908 -0.5542 0.0 0.0 -0.1
C -1.5209 -6.5326 -5.7387 0.4 0.6 -0.3
O -2.4375 -5.9045 -6.2408 -0.2 -0.2 -0.1
N -1.7007 -7.7371 -5.1106 -0.3 -0.4 0.2
N -0.2225 -6.0748 -5.7411 -1.0 -1.1 0.7
H -1.0176 -8.2184 -4.5557 0.2 0.2 -0.2
H -2.5564 -8.2340 -5.2742 -0.2 0.3 0.0
H 0.4211 -6.7543 -5.3792 0.7 0.5 -0.4
H 0.0314 -5.3156 -6.3445 0.3 0.0 0.1
C -2.6847 -4.3421 1.7013 0.5 0.2 0.7
O -2.2459 -3.7789 2.6990 -0.2 0.3 -0.3
N -3.8285 -3.9799 1.0575 0.0 -0.5 -0.5
N -2.0332 -5.4183 1.1711 -0.3 -0.1 -0.2
H -4.0903 -4.4669 0.2195 -0.1 0.1 0.0
H -4.3812 -3.1925 1.3273 0.1 0.1 0.2
H -1.1142 -5.6216 1.5143 0.0 0.0 0.1
H -2.3441 -5.8569 0.3245 0.1 0.0 0.0
C 4.2684 -5.2674 -3.6703 0.0 -0.6 -1.3
O 5.0826 -5.6943 -4.4781 0.0 0.2 0.2
N 3.1179 -5.9590 -3.3993 0.1 0.7 0.8
N 4.4007 -4.0419 -3.0780 -0.2 -1.1 -0.3
H 2.4603 -5.5432 -2.7649 -0.3 -0.2 -0.2
H 2.9098 -6.8019 -3.8927 0.2 -0.1 0.0
H 3.8428 -3.8548 -2.2682 0.3 0.7 0.0
H 5.2339 -3.5800 -3.3907 0.0 0.4 0.6
C -3.4572 -0.5285 -6.5668 -0.4 0.7 1.0
O -3.1149 -0.6141 -5.3926 -0.3 -0.3 -0.5
N -4.4630 -1.2775 -7.1270 0.6 0.2 -0.4
N -2.9757 0.5119 -7.3448 0.3 -0.6 0.2
H -4.4413 -1.3439 -8.1306 -0.4 -0.2 0.0
H -4.8161 -2.0665 -6.6153 0.2 -0.1 0.1
H -2.9491 0.4346 -8.3476 0.0 0.0 0.0
H -2.1540 0.8892 -6.8972 0.0 0.2 -0.3
C 3.1666 -5.7580 1.0374 0.6 -0.5 -0.2
O 3.5882 -6.8884 0.8680 -0.3 0.3 0.0
N 1.8389 -5.4893 1.3176 0.1 0.3 0.1
N 3.9771 -4.6554 0.9877 -0.2 0.5 0.0
H 1.5134 -4.5621 1.0940 -0.2 -0.1 -0.1
H 1.2197 -6.2468 1.0870 0.1 -0.1 0.0
H 3.6240 -3.7264 1.1405 -0.1 -0.1 0.0
H 4.9126 -4.7188 0.6320 0.0 -0.4 0.1
C -3.3859 0.4045 2.9028 -0.6 0.4 -0.6
O -4.4163 1.0575 3.0277 0.4 -0.3 0.0
N -3.3831 -0.8963 2.4604 0.4 0.2 0.1
N -2.1539 0.9764 3.0527 -0.3 -0.1 0.1
H -2.6298 -1.5195 2.7139 -0.2 -0.3 -0.1
H -4.2863 -1.2873 2.2777 -0.1 0.0 0.4
H -1.3008 0.4512 3.0172 0.1 0.1 -0.1
H -2.1699 1.9520 3.2870 0.2 -0.1 0.2
C 0.2856 -2.8359 -7.0375 -0.2 -1.1 -0.7
O 1.1706 -3.0706 -6.2214 -0.4 0.5 0.1
N -1.0416 -3.1105 -6.8304 1.5 0.8 -0.6
N 0.5988 -2.4528 -8.3259 0.1 0.2 0.9
H -1.2842 -3.5917 -5.9851 -0.6 0.1 -0.1
H -1.6366 -2.8672 -7.5976 -0.7 -0.5 0.4
H -0.0733 -2.3694 -9.0624 0.1 0.0 -0.1
H 1.5775 -2.2747 -8.4579 -0.1 0.1 -0.4
```
Forces are in eV/Å.

* SMILES: CC1(C)CCCC(C)(C)N1O.CC1(C)CCCC(C)(C)N1O.CC1(C)CCCC(C)(C)N1O.CC1(C)CCCC(C)(C)N1O.CC1(C)CCCC(C)(C)N1O.NC(N)=O.NC(N)=O.NC(N)=O.NC(N)=O.NC(N)=O.NC(N)=O.NC(N)=O
* HOMO: -0.2874 Eh
* LUMO: -0.00295 Ha
* orbital gap: 0.284 Ha

F_max: 2.682, 2.255 (eV Å⁻¹)